Here is C5H7ClSe in the gas phase from OMol25. Energies are from ωB97M-V with the def2-TZVPD basis set.

The geometry in ORCA input format:
```
! wB97M-V def2-TZVPD RIJCOSX def2/J DEFGRID3
* xyz 0 1
Cl -1.328 -0.214 3.300
C -0.072 -0.048 2.140
C -0.298 0.167 0.861
C 0.845 0.401 -0.238
C 0.378 -0.503 -1.381
Se -1.608 0.087 -1.686
C -1.731 0.153 0.202
H 0.925 -0.067 2.534
H 1.003 1.414 -0.349
H 1.640 -0.054 0.194
H 1.021 -0.390 -2.396
H 0.342 -1.472 -0.997
H -2.334 -0.616 0.724
H -2.295 1.051 0.366
*
```

## Properties
Energy in eV: -83165.58773
LUMO energy in eV: 0.72
Energy relative to the best compared isomer or geometry (same formula, charge and spin) in kcal/mol: 0.00
HOMO in eV: -8.40
SMILES: Cl/C=C1/CC[Se]C1

Here is a molecular structure, C46H50ClN4O11P2PbTe from OMol25. Energies are from ωB97M-V with the def2-TZVPD basis set.

The geometry in ORCA input format:
```
! wB97M-V def2-TZVPD RIJCOSX def2/J DEFGRID3
* xyz 0 2
Pb 0.038 -0.323 -0.181
N 0.373 5.188 0.132
C -0.356 3.979 0.700
C -1.610 4.451 1.426
P 0.757 3.044 1.846
O 2.209 3.386 1.155
O 0.694 3.661 3.184
O 0.440 1.608 1.579
P -0.808 3.015 -0.826
O 0.659 2.333 -1.198
O -1.022 4.093 -1.854
O -1.801 1.955 -0.523
H 0.106 6.038 0.622
H 0.057 5.223 -0.864
H 1.382 5.036 0.213
H -1.336 4.984 2.338
H -2.205 3.587 1.710
H -2.227 5.081 0.779
H 2.402 2.706 0.496
H 0.677 2.255 -2.166
C 3.052 -1.797 3.254
C 3.419 -3.088 2.930
C 3.050 -3.617 1.701
C 2.321 -2.831 0.822
N 1.970 -1.585 1.145
C 2.318 -1.076 2.325
C 1.856 -3.334 -0.514
C 2.276 -4.555 -1.015
C 1.782 -4.993 -2.235
C 0.882 -4.204 -2.920
C 0.521 -2.985 -2.365
N 1.003 -2.558 -1.198
H 3.305 -1.352 4.207
H 3.980 -3.693 3.631
H 3.318 -4.633 1.451
H 1.974 -0.067 2.530
H 2.982 -5.165 -0.471
H 2.103 -5.944 -2.639
H 0.470 -4.500 -3.875
H -0.168 -2.312 -2.865
C -2.557 -3.690 1.032
O -1.572 -2.741 1.481
C -2.034 -1.826 2.329
O -3.081 -1.823 2.899
H -2.007 -4.408 0.432
H -3.297 -3.179 0.422
H -3.027 -4.172 1.885
C -1.395 3.628 -10.317
C -1.246 3.024 -8.944
C 0.005 2.841 -8.370
C 0.163 2.285 -7.103
C 1.566 2.147 -6.562
C -0.980 1.888 -6.393
Te -0.723 1.154 -4.314
N -1.024 -0.154 -2.568
C -2.107 -0.595 -2.011
O -2.014 -1.304 -0.926
C -3.497 -0.346 -2.514
C -4.367 -1.422 -2.675
C -5.673 -1.209 -3.086
C -6.130 0.087 -3.304
C -5.273 1.161 -3.116
C -3.956 0.947 -2.726
C 0.342 -0.538 -5.037
C 1.678 -0.747 -4.686
C 2.474 0.144 -3.763
C 2.342 -1.870 -5.186
C 1.713 -2.792 -6.000
C 2.444 -3.998 -6.530
C 0.369 -2.589 -6.298
C -0.333 -1.485 -5.830
C -1.794 -1.368 -6.181
C -2.251 2.078 -6.943
C -3.533 1.701 -6.237
C -2.359 2.641 -8.213
H -0.433 3.953 -10.712
H -2.062 4.491 -10.296
H -1.819 2.905 -11.017
H 0.890 3.148 -8.920
H 2.269 2.691 -7.191
H 1.878 1.101 -6.532
H 1.647 2.543 -5.548
H -4.005 -2.425 -2.483
H -6.341 -2.050 -3.225
H -7.157 0.256 -3.603
H -5.628 2.172 -3.270
H -3.296 1.785 -2.528
H 1.931 1.039 -3.477
H 3.409 0.451 -4.234
H 2.729 -0.400 -2.849
H 3.383 -2.023 -4.913
H 3.481 -4.010 -6.195
H 2.441 -4.010 -7.621
H 1.970 -4.925 -6.198
H -0.153 -3.314 -6.916
H -2.175 -2.325 -6.541
H -1.949 -0.623 -6.964
H -2.395 -1.069 -5.320
H -3.356 1.285 -5.249
H -4.089 0.958 -6.813
H -4.179 2.573 -6.121
H -3.350 2.786 -8.636
Cl -5.718 3.843 3.146
C -4.359 2.760 3.213
C -4.056 1.990 2.100
C -2.976 1.131 2.155
C -2.218 1.041 3.318
C -2.518 1.836 4.416
C -3.597 2.701 4.370
C -1.073 0.118 3.432
O -0.172 0.163 4.199
O -1.027 -0.920 2.450
H -4.646 2.076 1.197
H -2.718 0.562 1.269
H -1.898 1.771 5.300
H -3.846 3.329 5.214
*
```

## Properties
Energy in eV: -120644.78334
LUMO energy (spin up / spin down) in eV: -0.45 / -0.82
Energy relative to the best compared isomer or geometry (same formula, charge and spin) in kcal/mol: 0.00
HOMO (spin up / spin down) in eV: -7.03 / -8.02
Expectation value of S²: 0.76

Here is a molecular structure, C8H25N8SSr from OMol25. Energies are from ωB97M-V with the def2-TZVPD basis set.

The geometry in ORCA input format:
```
! wB97M-V def2-TZVPD RIJCOSX def2/J DEFGRID3
* xyz 1 1
Sr 0.000 0.000 0.000
N -0.845 2.033 0.943
C 0.039 1.707 2.075
C 1.524 1.258 1.788
N 1.874 0.000 1.106
C 1.525 -1.259 1.787
C 0.040 -1.708 2.074
N -0.845 -2.033 0.943
H -0.486 2.878 0.443
H -1.838 2.163 1.243
H -0.460 0.978 2.712
H 0.102 2.616 2.687
H 2.057 1.274 2.748
H 1.974 2.064 1.193
H 2.863 0.001 0.761
H 2.060 -1.276 2.745
H 1.974 -2.064 1.190
H -0.458 -0.981 2.713
H 0.104 -2.618 2.685
H -1.837 -2.163 1.244
H -0.487 -2.878 0.442
C 5.818 2.160 -1.972
C 4.793 1.951 -3.076
C 3.785 0.919 -2.695
N 2.750 1.139 -1.912
N 1.991 0.000 -1.726
C 2.469 -1.037 -2.376
N 1.911 -2.262 -2.377
S 3.895 -0.695 -3.271
H 6.540 2.929 -2.266
H 6.370 1.238 -1.763
H 5.339 2.482 -1.042
H 5.306 1.675 -4.004
H 4.275 2.897 -3.272
H 0.951 -2.308 -2.053
H 2.121 -2.881 -3.150
N -1.608 0.822 -2.659
N -0.998 1.729 -1.729
H -2.261 1.282 -3.299
H -2.141 0.090 -2.179
H -1.685 2.376 -1.277
H -0.242 2.290 -2.182
H -0.904 -1.566 -1.566
*
```

## Properties
Energy in eV: -32284.96316
LUMO energy in eV: -2.68
HOMO in eV: -9.05

Here is 11 unconnected molecules or ions with the total composition C64H59F10IO3 from OMol25. Energies are from ωB97M-V with the def2-TZVPD basis set.

The geometry in ORCA input format:
```
! wB97M-V def2-TZVPD RIJCOSX def2/J DEFGRID3
* xyz 0 1
C 2.748 -5.589 2.952
O 3.251 -4.372 2.435
C 2.698 -3.257 3.074
O 2.852 -3.257 4.462
C 1.198 -3.012 2.777
O 0.372 -3.337 3.904
C -0.648 -4.217 3.490
I -1.685 -4.842 5.289
H 3.388 -6.379 2.543
H 2.803 -5.667 4.040
H 1.739 -5.794 2.569
H 3.258 -2.392 2.699
H 3.747 -3.501 4.688
H 0.835 -3.513 1.874
H 1.073 -1.934 2.640
H -1.358 -3.747 2.800
H -0.179 -5.084 3.011
F 0.123 -0.575 0.853
C 0.821 0.508 0.434
C 0.704 1.693 1.137
C 1.418 2.804 0.712
C 2.231 2.720 -0.413
C 2.334 1.523 -1.109
C 1.629 0.405 -0.682
H 0.059 1.741 2.006
H 1.341 3.736 1.256
H 2.784 3.590 -0.745
H 2.964 1.458 -1.987
H 1.702 -0.536 -1.207
F -5.177 1.201 1.215
C -4.644 0.110 0.630
C -3.277 -0.086 0.690
C -2.722 -1.202 0.081
C -3.542 -2.110 -0.581
C -4.915 -1.900 -0.632
C -5.473 -0.782 -0.024
H -2.654 0.637 1.203
H -1.660 -1.360 0.118
H -3.108 -2.978 -1.060
H -5.552 -2.602 -1.154
H -6.540 -0.600 -0.055
F -4.499 -4.960 8.061
C -4.667 -3.633 8.226
C -5.210 -3.162 9.408
C -5.376 -1.794 9.577
C -5.008 -0.918 8.563
C -4.468 -1.409 7.381
C -4.291 -2.776 7.210
H -5.497 -3.861 10.183
H -5.792 -1.411 10.497
H -5.142 0.148 8.697
H -4.184 -0.728 6.589
H -3.864 -3.178 6.300
F -5.988 0.596 11.573
C -7.219 0.917 12.018
C -7.973 1.836 11.312
C -9.243 2.161 11.770
C -9.737 1.573 12.928
C -8.964 0.655 13.628
C -7.697 0.319 13.169
H -7.568 2.288 10.416
H -9.846 2.873 11.223
H -10.725 1.832 13.285
H -9.347 0.201 14.531
H -7.083 -0.399 13.696
F 6.471 -3.155 5.384
C 6.303 -1.828 5.561
C 5.766 -1.368 6.749
C 5.595 -0.002 6.929
C 5.952 0.883 5.919
C 6.486 0.404 4.730
C 6.669 -0.960 4.549
H 5.486 -2.074 7.520
H 5.182 0.371 7.856
H 5.814 1.947 6.061
H 6.761 1.093 3.942
H 7.090 -1.352 3.632
F -1.354 1.836 -3.961
C -2.592 2.238 -3.603
C -3.266 3.175 -4.365
C -4.545 3.560 -3.981
C -5.126 3.015 -2.839
C -4.425 2.082 -2.084
C -3.155 1.688 -2.471
H -2.794 3.593 -5.246
H -5.089 4.286 -4.572
H -6.121 3.319 -2.539
H -4.861 1.656 -1.194
H -2.601 0.954 -1.899
F 3.522 -0.194 -4.645
C 2.436 -0.367 -5.420
C 1.316 0.413 -5.198
C 0.195 0.237 -5.998
C 0.207 -0.723 -7.005
C 1.341 -1.498 -7.218
C 2.465 -1.319 -6.423
H 1.324 1.149 -4.403
H -0.683 0.841 -5.835
H -0.669 -0.863 -7.626
H 1.349 -2.243 -8.003
H 3.360 -1.907 -6.578
F 0.599 -3.307 -1.446
C 1.092 -4.104 -2.415
C 1.350 -3.570 -3.665
C 1.856 -4.398 -4.658
C 2.090 -5.742 -4.391
C 1.824 -6.261 -3.131
C 1.326 -5.437 -2.132
H 1.152 -2.522 -3.856
H 2.067 -3.997 -5.640
H 2.479 -6.386 -5.169
H 2.003 -7.307 -2.925
H 1.119 -5.820 -1.141
F -0.697 5.547 -6.536
C 0.584 5.258 -6.840
C 1.436 6.278 -7.222
C 2.756 5.978 -7.530
C 3.203 4.662 -7.464
C 2.333 3.648 -7.084
C 1.016 3.948 -6.764
H 1.066 7.294 -7.274
H 3.435 6.766 -7.824
H 4.232 4.430 -7.710
H 2.679 2.624 -7.036
H 0.325 3.172 -6.458
F 5.331 6.306 -9.613
C 5.971 5.474 -10.456
C 7.309 5.687 -10.730
C 7.966 4.824 -11.596
C 7.278 3.769 -12.183
C 5.932 3.572 -11.900
C 5.272 4.426 -11.026
H 7.826 6.519 -10.269
H 9.015 4.975 -11.814
H 7.792 3.100 -12.861
H 5.395 2.753 -12.359
H 4.226 4.285 -10.787
*
```

## Properties
Energy in eV: -108741.15571
LUMO energy in eV: 0.54
HOMO in eV: -8.92
SMILES: CO[C@H](O)COCI.Fc1ccccc1.Fc1ccccc1.Fc1ccccc1.Fc1ccccc1.Fc1ccccc1.Fc1ccccc1.Fc1ccccc1.Fc1ccccc1.Fc1ccccc1.Fc1ccccc1

Here is a molecular structure, C31H70BaN10O20Zr from OMol25. Energies are from ωB97M-V with the def2-TZVPD basis set.

The geometry in ORCA input format:
```
! wB97M-V def2-TZVPD RIJCOSX def2/J DEFGRID3
* xyz 2 1
Ba 1.494 3.734 -0.503
Zr -1.406 -4.062 2.713
C -2.469 -4.582 -2.532
C -1.329 -4.241 -3.317
C 0.047 -4.204 -2.681
O 1.026 -4.040 -3.310
C 0.157 -4.452 -1.255
C -0.956 -4.662 -0.543
C -2.342 -4.863 -1.181
O -3.228 -5.305 -0.404
O -0.950 -4.635 0.768
O -1.425 -3.782 -4.432
H -3.448 -4.693 -2.969
H 1.124 -4.212 -0.823
C -1.200 -0.366 0.094
C -0.210 0.615 0.058
C 1.076 0.461 0.870
O 2.042 1.265 0.834
C 1.166 -0.653 1.729
C 0.184 -1.603 1.798
C -1.073 -1.458 0.931
O -1.933 -2.330 1.182
O 0.138 -2.607 2.581
O -0.362 1.494 -0.840
H -2.051 -0.347 -0.572
H 2.083 -0.920 2.242
C 0.086 -1.103 -4.024
O 0.098 -1.635 -5.094
N -0.525 0.150 -3.839
N 0.749 -1.540 -2.887
H -0.931 0.537 -4.667
H -0.581 0.527 -2.908
H 0.681 -1.010 -2.038
H 1.317 -2.371 -2.909
C -2.226 4.815 -0.093
O -1.013 4.989 -0.246
N -3.132 5.822 -0.185
N -2.735 3.571 0.161
H -4.097 5.682 0.044
H -2.739 6.731 -0.351
H -2.101 2.792 0.203
H -3.713 3.483 0.360
C 3.282 1.375 4.584
O 2.260 0.683 4.631
N 3.923 1.659 3.404
N 3.848 1.922 5.709
H 3.486 1.348 2.547
H 4.616 2.383 3.425
H 4.607 2.566 5.592
H 3.295 1.833 6.540
C 4.261 0.689 -3.151
C 3.545 1.549 -2.097
C 4.651 2.356 -1.357
O 4.179 3.047 -0.200
C 5.225 3.913 0.214
N 2.531 2.356 -2.801
H 3.499 0.101 -3.675
H 4.945 -0.079 -2.787
H 4.761 1.300 -3.907
H 3.104 0.842 -1.394
H 5.012 3.111 -2.080
H 5.527 1.721 -1.211
H 6.192 3.440 0.399
H 4.888 4.465 1.094
H 5.448 4.699 -0.524
H 1.971 1.707 -3.357
H 3.040 2.890 -3.503
C 3.742 -1.960 7.178
C 2.457 -2.665 6.830
C 1.290 -2.102 7.607
O 0.093 -2.754 7.298
C -1.033 -2.131 7.842
N 2.252 -2.730 5.360
H 3.827 -1.787 8.257
H 3.652 -0.916 6.847
H 4.685 -2.323 6.783
H 2.469 -3.693 7.217
H 1.227 -1.002 7.518
H 1.548 -2.241 8.665
H -1.121 -1.066 7.601
H -1.197 -2.248 8.923
H -1.949 -2.618 7.483
H 2.512 -1.783 5.066
H 2.958 -3.308 4.914
C 2.473 7.039 -4.219
C 1.751 6.190 -3.157
C 0.687 5.284 -3.753
O 0.094 4.387 -2.794
C -1.135 3.841 -3.265
N 2.749 5.487 -2.325
H 1.809 7.835 -4.550
H 2.705 6.439 -5.105
H 3.433 7.380 -3.841
H 1.194 6.884 -2.519
H 0.949 4.678 -4.630
H -0.112 5.971 -4.059
H -1.620 4.573 -3.913
H -1.750 3.554 -2.418
H -0.955 2.939 -3.859
H 3.279 4.932 -2.995
H 3.408 6.173 -1.967
C -7.374 -1.839 -6.471
C -5.949 -1.555 -6.003
C -5.845 -1.634 -4.482
O -4.677 -1.023 -4.113
C -4.366 -1.253 -2.751
N -4.950 -2.438 -6.642
H -7.616 -2.908 -6.474
H -7.460 -1.594 -7.534
H -8.131 -1.310 -5.890
H -5.674 -0.535 -6.288
H -5.907 -2.698 -4.202
H -6.755 -1.183 -4.062
H -4.241 -2.336 -2.632
H -5.187 -0.935 -2.089
H -3.454 -0.730 -2.472
H -5.332 -2.744 -7.535
H -4.922 -3.309 -6.112
O 0.681 -5.088 2.761
H 1.414 -4.928 3.368
H 0.919 -5.876 2.248
O -0.286 -0.888 4.891
H 0.037 -1.003 5.789
H 0.480 -0.535 4.411
O -2.258 -2.339 3.747
H -3.120 -1.913 3.656
H -1.761 -1.843 4.449
O -3.411 -4.273 1.805
H -3.871 -3.617 1.259
H -3.977 -5.062 1.796
O -0.476 -3.869 4.834
H -0.692 -4.436 5.588
H 0.401 -3.435 5.071
*
```

## Properties
Energy in eV: -91100.32015
LUMO energy in eV: -5.87
HOMO in eV: -9.62

Here is 2 unconnected molecules or ions with the total composition C4H15N2O from OMol25. Energies are from ωB97M-V with the def2-TZVPD basis set.

The geometry in ORCA input format:
```
! wB97M-V def2-TZVPD RIJCOSX def2/J DEFGRID3
* xyz 1 1
C -1.704 -0.150 0.642
N -1.569 -1.139 1.684
C -0.615 -0.245 -0.400
N 0.738 -0.491 0.307
C 0.275 0.609 -2.634
C -0.384 0.957 -1.313
H -1.746 0.871 0.980
H -2.650 -0.262 0.104
H -1.498 -0.792 2.620
H -2.112 -1.965 1.507
H -0.681 -1.134 -1.032
H 0.758 0.134 1.117
H 0.824 -1.408 0.742
H 1.482 -0.216 -0.324
H -0.400 0.063 -3.255
H 1.188 0.015 -2.502
H 0.627 1.490 -3.168
H 0.070 1.788 -0.763
H -1.380 1.363 -1.496
H 2.745 0.072 3.133
H 3.469 0.195 1.850
O 2.564 0.246 2.201
*
```

## Properties
Energy in eV: -9413.01526
LUMO energy in eV: -2.95
Energy relative to the best compared isomer or geometry (same formula, charge and spin) in kcal/mol: 14.92
HOMO in eV: -13.50

Here is C3H2IN in the gas phase from OMol25. Energies are from ωB97M-V with the def2-TZVPD basis set.

The geometry in ORCA input format:
```
! wB97M-V def2-TZVPD RIJCOSX def2/J DEFGRID3
* xyz 0 1
C 0.819 0.770 0.012
C -0.378 0.163 0.046
I -2.243 1.059 0.018
C -0.236 -1.417 -0.052
N -0.480 -2.524 0.047
H 0.804 1.916 -0.032
H 1.714 0.033 -0.040
*
```

## Properties
Energy in eV: -12731.98796
LUMO energy in eV: -0.11
Energy relative to the best compared isomer or geometry (same formula, charge and spin) in kcal/mol: 11.31
HOMO in eV: -9.91
SMILES: C=C(I)C#N